1.
Below is the molecule C4H8NO6P at a distorted geometry, with properties calculated with ωB97M-V/def2-TZVPD.

Last columns: bonded neighbours and bond lengths (Å).
Cartesian coordinates (Å):
1 N -0.585 1.322 2.568  C2 1.493, H13 1.035, H14 1.042
2 C 0.062 0.530 1.480  N1 1.493, C3 1.605, H15 1.161, H16 1.152
3 C 0.115 1.263 0.054  C2 1.605, O4 1.478, C8 1.604, H17 1.152
4 O -1.101 1.992 -0.364  C3 1.478, C5 1.441
5 C -1.858 1.101 -1.206  O4 1.441, O6 1.260, O7 1.455
6 O -3.028 1.261 -1.648  C5 1.260
7 O -1.164 -0.135 -1.533  C5 1.455, C8 1.468
8 C 0.205 0.125 -1.073  C3 1.604, O7 1.468, P9 1.887, H18 1.162
9 P 1.405 -1.319 -0.881  C8 1.887, O10 1.531, O11 1.702, O12 1.721
10 O 2.832 -0.765 -0.892  P9 1.531
11 O 1.139 -2.299 0.485  P9 1.702, H19 0.985
12 O 1.241 -2.345 -2.252  P9 1.721, H20 0.996
13 H -1.596 1.344 2.348  N1 1.035
14 H -0.428 0.762 3.432  N1 1.042
15 H -0.541 -0.449 1.320  C2 1.161
16 H 1.137 0.189 1.717  C2 1.152
17 H 0.898 2.104 -0.021  C3 1.152
18 H 0.686 0.705 -1.959  C8 1.162
19 H 0.184 -2.523 0.573  O11 0.985
20 H 0.399 -2.867 -2.148  O12 0.996

Output
SMILES string = NC[C@@H]1OC(=O)O[C@@H]1P(=O)(O)O
Net charge = 0
HOMO level = -10.287 eV
Relative energy (zero: lowest compared OMol25 entry of this formula, charge and spin) = 0.00 kcal/mol
Total energy = -27341.887 eV
Orbital gap = 10.0 eV

***

2.
Below is a cluster of 11 separate species, C60H146BF4N9O22 in total at a distorted geometry, with properties calculated with ωB97M-V/def2-TZVPD.

Last columns: bonded neighbours and bond lengths (Å).
Cartesian coordinates (Å):
1 C 1.209 -1.762 0.802  C2 1.383, C7 1.482, H11 1.080
2 C 0.376 -0.791 1.326  C1 1.383, C3 1.471, O10 1.331
3 C -0.158 0.349 0.566  C2 1.471, O4 1.286, C5 1.365
4 O -1.031 1.150 1.068  C3 1.286
5 C 0.232 0.691 -0.696  C3 1.365, C6 1.526, H12 1.080
6 C 1.141 -0.310 -1.404  C5 1.526, C7 1.608, O9 1.281
7 C 1.463 -1.697 -0.657  C1 1.482, C6 1.608, O8 1.236
8 O 1.998 -2.616 -1.286  C7 1.236
9 O 1.580 -0.034 -2.575  C6 1.281
10 O 0.386 -0.840 2.656  C2 1.331
11 H 1.583 -2.493 1.503  C1 1.080
12 H -0.104 1.560 -1.242  C5 1.080
13 C 2.998 0.329 6.687  O14 1.511, H24 1.090, H25 1.090, H26 1.090
14 O 2.914 -1.102 6.211  C13 1.511, C15 1.433
15 C 3.494 -1.266 4.912  O14 1.433, C16 1.547, H27 1.090, H28 1.090
16 C 3.240 -2.737 4.506  C15 1.547, N17 1.543, H29 1.090, H30 1.090
17 N 1.724 -2.981 4.352  C16 1.543, H18 1.010, H19 1.010, C20 1.534
18 H 1.186 -2.676 5.150  N17 1.010
19 H 1.390 -2.275 3.711  N17 1.010
20 C 1.271 -4.311 3.735  N17 1.534, C21 1.494, H31 1.090, H32 1.090
21 C 0.880 -5.253 4.826  C20 1.494, O22 1.458, H33 1.090, H34 1.090
22 O 1.795 -5.521 5.930  C21 1.458, C23 1.451
23 C 1.736 -6.857 6.494  O22 1.451, H35 1.090, H36 1.090, H37 1.090
24 H 2.229 0.418 7.454  C13 1.090
25 H 2.717 0.987 5.865  C13 1.090
26 H 4.014 0.435 7.070  C13 1.090
27 H 4.545 -0.979 4.903  C15 1.090
28 H 3.033 -0.540 4.241  C15 1.090
29 H 3.656 -3.373 5.287  C16 1.090
30 H 3.741 -2.872 3.547  C16 1.090
31 H 1.879 -4.915 3.062  C20 1.090
32 H 0.440 -3.861 3.191  C20 1.090
33 H 0.652 -6.186 4.312  C21 1.090
34 H 0.030 -4.851 5.379  C21 1.090
35 H 1.740 -7.613 5.709  C23 1.090
36 H 0.842 -7.055 7.084  C23 1.090
37 H 2.551 -6.867 7.217  C23 1.090
38 C -2.302 3.898 -0.566  O39 1.423, H49 1.090, H50 1.090, H51 1.090
39 O -2.969 5.066 -0.100  C38 1.423, C40 1.465
40 C -2.464 6.332 -0.636  O39 1.465, C41 1.486, H52 1.090, H53 1.090
41 C -3.369 7.474 -0.349  C40 1.486, N42 1.567, H54 1.090, H55 1.090
42 N -3.891 7.346 1.123  C41 1.567, H43 1.010, H44 1.010, C45 1.501
43 H -4.436 6.501 1.220  N42 1.010
44 H -3.076 7.297 1.717  N42 1.010
45 C -4.634 8.508 1.717  N42 1.501, C46 1.509, H56 1.090, H57 1.090
46 C -6.080 8.591 1.294  C45 1.509, O47 1.418, H58 1.090, H59 1.090
47 O -6.396 8.230 -0.041  C46 1.418, C48 1.416
48 C -7.700 8.562 -0.483  O47 1.416, H60 1.090, H61 1.090, H62 1.090
49 H -2.522 3.845 -1.632  C38 1.090
50 H -2.682 3.049 0.003  C38 1.090
51 H -1.237 3.798 -0.356  C38 1.090
52 H -2.347 6.451 -1.713  C40 1.090
53 H -1.543 6.588 -0.111  C40 1.090
54 H -4.315 7.471 -0.891  C41 1.090
55 H -2.909 8.462 -0.320  C41 1.090
56 H -4.042 9.341 1.338  C45 1.090
57 H -4.522 8.459 2.800  C45 1.090
58 H -6.448 9.569 1.605  C46 1.090
59 H -6.669 8.044 2.031  C46 1.090
60 H -7.851 9.578 -0.116  C48 1.090
61 H -8.574 7.974 -0.203  C48 1.090
62 H -7.714 8.512 -1.571  C48 1.090
63 C 0.244 -2.417 -5.569  O64 1.398, H74 1.090, H75 1.090, H76 1.090
64 O 1.393 -2.448 -4.772  C63 1.398, C65 1.442
65 C 2.656 -2.496 -5.466  O64 1.442, C66 1.556, H77 1.090, H78 1.090
66 C 3.938 -2.517 -4.584  C65 1.556, N67 1.552, H79 1.090, H80 1.090
67 N 3.797 -1.493 -3.426  C66 1.552, H68 1.010, H69 1.010, C70 1.525
68 H 2.896 -1.045 -3.515  N67 1.010
69 H 3.565 -1.936 -2.549  N67 1.010
70 C 4.793 -0.345 -3.303  N67 1.525, C71 1.514, H81 1.090, H82 1.090
71 C 5.112 0.044 -1.875  C70 1.514, O72 1.462, H83 1.090, H84 1.090
72 O 5.396 -1.168 -1.108  C71 1.462, C73 1.471
73 C 5.135 -0.889 0.312  O72 1.471, H85 1.090, H86 1.090, H87 1.090
74 H 0.336 -1.694 -6.379  C63 1.090
75 H -0.668 -2.265 -4.992  C63 1.090
76 H 0.127 -3.317 -6.173  C63 1.090
77 H 2.861 -1.619 -6.080  C65 1.090
78 H 2.669 -3.330 -6.167  C65 1.090
79 H 4.822 -2.154 -5.110  C66 1.090
80 H 4.200 -3.492 -4.175  C66 1.090
81 H 4.288 0.478 -3.808  C70 1.090
82 H 5.622 -0.773 -3.867  C70 1.090
83 H 4.238 0.386 -1.320  C71 1.090
84 H 5.964 0.698 -1.687  C71 1.090
85 H 5.395 0.057 0.787  C73 1.090
86 H 5.709 -1.563 0.948  C73 1.090
87 H 4.126 -1.193 0.591  C73 1.090
88 C 5.595 -10.539 2.180  O89 1.405, H99 1.090, H100 1.090, H101 1.090
89 O 5.748 -9.506 1.240  C88 1.405, C90 1.390
90 C 4.722 -9.323 0.320  O89 1.390, C91 1.597, H102 1.090, H103 1.090
91 C 4.967 -7.876 -0.311  C90 1.597, N92 1.529, H104 1.090, H105 1.090
92 N 4.364 -6.802 0.596  C91 1.529, H93 1.010, H94 1.010, C95 1.572
93 H 3.531 -7.093 1.087  N92 1.010
94 H 4.992 -6.503 1.328  N92 1.010
95 C 3.823 -5.627 -0.296  N92 1.572, C96 1.546, H106 1.090, H107 1.090
96 C 4.809 -4.900 -1.239  C95 1.546, O97 1.430, H108 1.090, H109 1.090
97 O 5.400 -5.734 -2.240  C96 1.430, C98 1.425
98 C 6.584 -5.096 -2.711  O97 1.425, H110 1.090, H111 1.090, H112 1.090
99 H 5.627 -11.490 1.647  C88 1.090
100 H 4.632 -10.469 2.686  C88 1.090
101 H 6.447 -10.561 2.859  C88 1.090
102 H 3.698 -9.557 0.612  C90 1.090
103 H 4.876 -10.091 -0.438  C90 1.090
104 H 4.598 -7.774 -1.331  C91 1.090
105 H 6.054 -7.818 -0.376  C91 1.090
106 H 3.138 -4.988 0.262  C95 1.090
107 H 3.264 -6.219 -1.021  C95 1.090
108 H 5.583 -4.547 -0.558  C96 1.090
109 H 4.300 -4.056 -1.706  C96 1.090
110 H 6.401 -4.199 -3.302  C98 1.090
111 H 7.159 -5.868 -3.225  C98 1.090
112 H 7.144 -4.776 -1.832  C98 1.090
113 C -4.097 -4.008 0.281  O114 1.423, H124 1.090, H125 1.090, H126 1.090
114 O -2.686 -4.157 0.181  C113 1.423, C115 1.488
115 C -1.922 -2.935 -0.193  O114 1.488, C116 1.514, H127 1.090, H128 1.090
116 C -1.520 -2.913 -1.653  C115 1.514, N117 1.525, H129 1.090, H130 1.090
117 N -0.421 -3.911 -2.005  C116 1.525, H118 1.010, H119 1.010, C120 1.579
118 H -0.172 -3.731 -2.967  N117 1.010
119 H 0.507 -3.876 -1.608  N117 1.010
120 C -0.784 -5.446 -2.053  N117 1.579, C121 1.487, H131 1.090, H132 1.090
121 C 0.292 -6.206 -2.745  C120 1.487, O122 1.430, H133 1.090, H134 1.090
122 O 0.452 -5.613 -4.036  C121 1.430, C123 1.440
123 C 1.682 -6.024 -4.660  O122 1.440, H135 1.090, H136 1.090, H137 1.090
124 H -4.557 -4.924 0.649  C113 1.090
125 H -4.388 -3.605 -0.689  C113 1.090
126 H -4.222 -3.339 1.133  C113 1.090
127 H -1.071 -3.153 0.453  C115 1.090
128 H -2.532 -2.065 0.051  C115 1.090
129 H -1.024 -2.003 -1.989  C116 1.090
130 H -2.324 -3.170 -2.343  C116 1.090
131 H -1.697 -5.732 -2.574  C120 1.090
132 H -0.876 -5.631 -0.983  C120 1.090
133 H 0.158 -7.276 -2.901  C121 1.090
134 H 1.225 -6.017 -2.214  C121 1.090
135 H 1.610 -7.085 -4.900  C123 1.090
136 H 2.603 -6.031 -4.076  C123 1.090
137 H 1.807 -5.518 -5.618  C123 1.090
138 C -7.026 -0.556 5.487  O139 1.401, H149 1.090, H150 1.090, H151 1.090
139 O -7.657 -0.559 4.237  C138 1.401, C140 1.472
140 C -7.856 0.846 3.842  O139 1.472, C141 1.559, H152 1.090, H153 1.090
141 C -7.975 0.874 2.288  C140 1.559, N142 1.591, H154 1.090, H155 1.090
142 N -7.018 -0.066 1.432  C141 1.591, H143 1.010, H144 1.010, C145 1.468
143 H -6.726 -0.976 1.761  N142 1.010
144 H -7.395 -0.324 0.532  N142 1.010
145 C -5.790 0.611 0.997  N142 1.468, C146 1.474, H156 1.090, H157 1.090
146 C -4.683 -0.360 0.956  C145 1.474, O147 1.501, H158 1.090, H159 1.090
147 O -4.489 -0.962 2.318  C146 1.501, C148 1.444
148 C -3.402 -0.431 3.105  O147 1.444, H160 1.090, H161 1.090, H162 1.090
149 H -6.008 -0.167 5.528  C138 1.090
150 H -6.996 -1.576 5.872  C138 1.090
151 H -7.527 0.068 6.227  C138 1.090
152 H -7.031 1.543 3.988  C140 1.090
153 H -8.707 1.341 4.311  C140 1.090
154 H -7.974 1.891 1.898  C141 1.090
155 H -8.914 0.444 1.940  C141 1.090
156 H -5.604 1.409 1.715  C145 1.090
157 H -5.916 0.955 -0.030  C145 1.090
158 H -3.743 0.101 0.653  C146 1.090
159 H -4.852 -1.190 0.270  C146 1.090
160 H -3.612 -0.501 4.172  C148 1.090
161 H -3.375 0.645 2.932  C148 1.090
162 H -2.391 -0.833 3.034  C148 1.090
163 C 4.411 2.111 2.553  O164 1.479, H174 1.090, H175 1.090, H176 1.090
164 O 3.631 3.086 1.761  C163 1.479, C165 1.490
165 C 2.761 2.390 0.771  O164 1.490, C166 1.501, H177 1.090, H178 1.090
166 C 1.899 3.435 0.122  C165 1.501, N167 1.500, H179 1.090, H180 1.090
167 N 2.737 4.459 -0.584  C166 1.500, H168 1.010, H169 1.010, C170 1.580
168 H 3.084 5.149 0.066  N167 1.010
169 H 3.527 3.937 -0.935  N167 1.010
170 C 2.216 5.163 -1.899  N167 1.580, C171 1.576, H181 1.090, H182 1.090
171 C 2.541 6.691 -1.689  C170 1.576, O172 1.443, H183 1.090, H184 1.090
172 O 2.168 7.047 -0.341  C171 1.443, C173 1.382
173 C 1.978 8.389 -0.072  O172 1.382, H185 1.090, H186 1.090, H187 1.090
174 H 5.347 1.980 2.011  C163 1.090
175 H 4.047 1.084 2.589  C163 1.090
176 H 4.543 2.357 3.607  C163 1.090
177 H 2.126 1.682 1.303  C165 1.090
178 H 3.320 1.825 0.025  C165 1.090
179 H 1.310 3.867 0.931  C166 1.090
180 H 1.232 3.034 -0.641  C166 1.090
181 H 1.161 4.908 -1.801  C170 1.090
182 H 2.601 4.671 -2.792  C170 1.090
183 H 2.016 7.359 -2.371  C171 1.090
184 H 3.593 6.924 -1.854  C171 1.090
185 H 1.348 8.338 0.816  C173 1.090
186 H 1.276 8.972 -0.667  C173 1.090
187 H 2.965 8.853 -0.077  C173 1.090
188 C -1.420 0.421 -4.765  O189 1.404, H199 1.090, H200 1.090, H201 1.090
189 O -2.489 0.349 -5.672  C188 1.404, C190 1.366
190 C -2.701 1.381 -6.541  O189 1.366, C191 1.551, H202 1.090, H203 1.090
191 C -1.460 1.753 -7.394  C190 1.551, N192 1.577, H204 1.090, H205 1.090
192 N -0.948 0.463 -8.143  C191 1.577, H193 1.010, H194 1.010, C195 1.546
193 H -0.681 -0.221 -7.450  N192 1.010
194 H -1.661 -0.031 -8.661  N192 1.010
195 C 0.373 0.636 -8.927  N192 1.546, C196 1.589, H206 1.090, H207 1.090
196 C 1.436 1.383 -8.011  C195 1.589, O197 1.424, H208 1.090, H209 1.090
197 O 1.389 0.808 -6.709  C196 1.424, C198 1.396
198 C 1.873 1.628 -5.687  O197 1.396, H210 1.090, H211 1.090, H212 1.090
199 H -0.461 0.263 -5.258  C188 1.090
200 H -1.566 -0.202 -3.882  C188 1.090
201 H -1.236 1.465 -4.511  C188 1.090
202 H -3.125 2.267 -6.068  C190 1.090
203 H -3.585 1.173 -7.145  C190 1.090
204 H -0.711 2.293 -6.814  C191 1.090
205 H -1.590 2.451 -8.221  C191 1.090
206 H -0.062 1.125 -9.798  C195 1.090
207 H 0.741 -0.363 -9.159  C195 1.090
208 H 1.164 2.428 -7.859  C196 1.090
209 H 2.418 1.311 -8.479  C196 1.090
210 H 1.196 2.469 -5.539  C198 1.090
211 H 2.896 1.851 -5.988  C198 1.090
212 H 1.851 1.025 -4.779  C198 1.090
213 C -0.917 3.874 3.036  O214 1.451, H224 1.090, H225 1.090, H226 1.090
214 O 0.098 3.688 4.056  C213 1.451, C215 1.449
215 C 0.458 2.289 4.178  O214 1.449, C216 1.580, H227 1.090, H228 1.090
216 C -0.652 1.459 4.938  C215 1.580, N217 1.590, H229 1.090, H230 1.090
217 N -1.132 2.327 6.180  C216 1.590, H218 1.010, H219 1.010, C220 1.489
218 H -0.395 2.298 6.869  N217 1.010
219 H -1.038 3.318 6.003  N217 1.010
220 C -2.468 2.017 6.760  N217 1.489, C221 1.546, H231 1.090, H232 1.090
221 C -3.572 2.769 5.983  C220 1.546, O222 1.407, H233 1.090, H234 1.090
222 O -3.237 4.030 5.455  C221 1.407, C223 1.479
223 C -4.173 4.617 4.470  O222 1.479, H235 1.090, H236 1.090, H237 1.090
224 H -1.854 3.325 3.132  C213 1.090
225 H -0.402 3.721 2.087  C213 1.090
226 H -1.276 4.901 3.093  C213 1.090
227 H 1.444 2.162 4.624  C215 1.090
228 H 0.565 1.790 3.215  C215 1.090
229 H -0.321 0.478 5.277  C216 1.090
230 H -1.536 1.291 4.324  C216 1.090
231 H -2.410 2.340 7.800  C220 1.090
232 H -2.513 0.933 6.657  C220 1.090
233 H -4.390 2.986 6.670  C221 1.090
234 H -3.963 2.072 5.243  C221 1.090
235 H -4.212 3.986 3.582  C223 1.090
236 H -3.950 5.566 3.984  C223 1.090
237 H -5.210 4.751 4.775  C223 1.090
238 B -0.928 4.184 -4.315  F239 1.406, F240 1.405, F241 1.353, F242 1.371
239 F -2.317 4.036 -4.156  B238 1.406
240 F -0.214 3.131 -3.719  B238 1.405
241 F -0.609 4.399 -5.613  B238 1.353
242 F -0.487 5.247 -3.569  B238 1.371

Output
Net charge = +5
HOMO level (spin up / spin down) = -12.466 / -14.194 eV
Multiplicity = 2
Total energy = -134530.725 eV
Orbital gap (spin up / spin down) = 3.9 / 5.6 eV

***

3.
Below is the molecule C3H9N3OS at a distorted geometry, with properties calculated with ωB97M-V/def2-TZVPD.

Last columns: bonded neighbours and bond lengths (Å).
Cartesian coordinates (Å):
1 C 0.455 -1.650 0.114  C3 1.628, N4 1.292, O7 1.219
2 C 2.623 0.877 -0.342  S8 1.761, H9 1.070, H10 1.081, H11 1.088
3 C -0.177 -0.158 -0.057  C1 1.628, N6 1.378, S8 1.939, H12 1.080
4 N -0.560 -2.429 -0.067  C1 1.292, H13 1.023, H14 0.993
5 N -2.462 0.686 0.063  N6 1.478, H15 0.997, H16 1.054
6 N -1.369 -0.129 0.633  C3 1.378, N5 1.478, H17 0.963
7 O 1.638 -1.936 0.184  C1 1.219
8 S 1.133 1.129 0.563  C2 1.761, C3 1.939
9 H 3.298 1.703 -0.248  C2 1.070
10 H 2.456 0.526 -1.350  C2 1.081
11 H 3.021 0.048 0.239  C2 1.088
12 H -0.214 0.144 -1.093  C3 1.080
13 H -1.422 -1.879 -0.047  N4 1.023
14 H -0.522 -3.421 -0.029  N4 0.993
15 H -2.165 1.617 0.258  N5 0.997
16 H -3.385 0.423 0.499  N5 1.054
17 H -1.264 -0.123 1.590  N6 0.963

Output
SMILES string = CS[C@H](NN)C(N)=O
Net charge = 0
HOMO level = -8.105 eV
Relative energy (zero: lowest compared OMol25 entry of this formula, charge and spin) = 42.13 kcal/mol
Total energy = -20608.295 eV
Orbital gap = 8.8 eV

***

Question: net charge of number 1 (C4H8NO6P)?
Answer: 0